Run P
DFT (the ωB97M-V functional and the def2-TZVPD basis) results for an isolated ion of composition C4H7N2 and charge +1.

Computed properties:
net charge: +1
lowest unoccupied orbital energy: -0.16743 hartree
HOMO: -0.5258 Eh

```
13
C4H7N2 the ωB97M-V functional and the def2-TZVPD basis
C -1.82610 0.24336 0.10162
C 0.46222 -1.44131 0.18322
C 0.60257 -0.14190 0.00393
C 1.82704 0.73014 -0.25114
N -2.87312 -0.21427 -0.23756
N -0.65751 0.60011 0.40520
H 1.19214 -2.22945 0.04881
H -0.52458 -1.65093 0.54736
H 1.58084 1.71732 0.12615
H 1.80885 0.81456 -1.33314
H 2.80290 0.48064 0.08803
H -3.84491 -0.45212 -0.41079
H -0.55033 1.54385 0.72831
```



Run Q
DFT (the ωB97M-V functional and the def2-TZVPD basis) results for a 2-piece molecular cluster, C4H7N2 overall.

Computed properties:
net charge: +1
lowest unoccupied orbital energy (spin up / spin down): -0.18403 / -0.20220 hartree
HOMO (spin up / spin down): -0.4798 / -0.4754 Eh

```
13
C4H7N2 the ωB97M-V functional and the def2-TZVPD basis
C 1.94270 -0.96923 0.20035
C -1.58002 -0.31720 0.68598
C 0.98477 1.18056 -0.16971
C -1.24155 -0.94927 -0.59488
N 1.70251 0.20089 0.13988
N -0.92990 0.33030 -0.48344
H 2.65069 -1.69432 0.32449
H -2.54527 -0.14950 0.96848
H -0.91364 -0.37889 1.64690
H 0.94159 2.02170 0.39182
H 1.05713 1.49730 -1.21210
H -0.78155 -1.88067 -0.86851
H -1.28746 1.10836 -1.02926
```



Run R
DFT (the ωB97M-V functional and the def2-TZVPD basis) results for an isolated ion of composition C4H7N2 and charge +1.

Computed properties:
net charge: +1
lowest unoccupied orbital energy: -0.12817 hartree
HOMO: -0.5275 Eh

```
13
C4H7N2 the ωB97M-V functional and the def2-TZVPD basis
C 0.85221 1.40821 0.97506
C 0.17893 0.39016 0.17110
C -1.02176 0.37198 -0.44666
N -1.17888 -0.86772 -1.05766
C -0.18044 -1.65584 -0.64425
N 0.67704 -0.90942 0.03566
H 0.34196 1.59022 1.93480
H 0.72077 2.38863 0.50343
H 1.90071 1.24396 1.21324
H -1.71738 1.17262 -0.62944
H -2.09533 -1.14972 -1.35790
H -0.02909 -2.65943 -1.00376
H 1.55124 -1.32366 0.30639
```



Run S
DFT (the ωB97M-V functional and the def2-TZVPD basis) results for an isolated ion of composition C4H7N2 and charge +1.

Computed properties:
net charge: +1
lowest unoccupied orbital energy: -0.12681 hartree
HOMO: -0.5426 Eh

```
13
C4H7N2 the ωB97M-V functional and the def2-TZVPD basis
C 0.11189 -1.90479 1.36145
C -0.94718 1.14834 -0.21915
C 0.23432 1.18471 -1.05643
C 0.66011 -0.68309 0.56916
N 0.88722 -2.17069 0.40749
N -0.17417 -0.06357 -0.44411
H -0.55801 -2.20226 2.16539
H -0.87852 1.73109 0.70680
H -1.98289 1.13600 -0.51895
H 0.34503 1.23483 -2.06537
H 1.15614 1.68041 -0.58079
H 1.61779 -0.31537 0.87474
H -0.47174 -0.77562 -1.20022
```



Stability check: which of them is least stable? run Q.



Run P
DFT (the ωB97M-V functional and the def2-TZVPD basis) results for an isolated ion of composition C4H7N2 and charge +1.

Computed properties:
net charge: +1
lowest unoccupied orbital energy: -0.15192 hartree
HOMO: -0.5532 Eh

```
13
C4H7N2 the ωB97M-V functional and the def2-TZVPD basis
C 1.58429 0.46898 0.26713
C 0.35621 1.17642 -0.20348
C -1.12348 -0.76275 0.56323
C 0.21266 -1.13083 -0.38149
N 1.46458 -0.78797 0.10861
N -0.62744 0.10585 -0.55493
H 2.32972 0.85666 0.86539
H -0.12445 1.90631 0.54850
H 0.40484 1.90933 -1.05979
H -1.88624 -1.56111 0.43822
H -1.26235 -0.31717 1.65176
H -0.01005 -2.09033 -0.87103
H -1.31827 0.22662 -1.37211
```



Run Q
DFT (the ωB97M-V functional and the def2-TZVPD basis) results for an isolated ion of composition C4H7N2 and charge +1.

Computed properties:
net charge: +1
lowest unoccupied orbital energy: -0.13093 hartree
HOMO: -0.5375 Eh

```
13
C4H7N2 the ωB97M-V functional and the def2-TZVPD basis
C -1.09762 -0.33951 0.94965
C 1.25129 -0.36531 -0.64553
C 0.66647 0.78845 0.11305
C -0.11329 0.12763 -1.02444
N -0.08422 0.43018 1.27461
N -1.19685 -0.51274 -0.34849
H -1.78150 -0.76567 1.66602
H 2.05531 -0.14119 -1.32689
H 1.33749 -1.31989 -0.15007
H 1.10288 1.77468 0.09995
H -0.32846 0.56165 -1.98808
H 0.13174 0.76006 2.20357
H -1.94325 -0.99835 -0.82336
```



Stability check: which of them is least stable? run P.



Run P
DFT (the ωB97M-V functional and the def2-TZVPD basis) results for C4H7N2 as an isolated structure.

Computed properties:
net charge: +1
lowest unoccupied orbital energy (spin up / spin down): -0.26624 / -0.26651 hartree
HOMO (spin up / spin down): -0.5451 / -0.5449 Eh

```
13
C4H7N2 the ωB97M-V functional and the def2-TZVPD basis
C 1.01158 0.65761 1.32544
C 1.28832 -0.38115 0.38562
C 0.12594 0.12389 -0.55807
C -1.14424 -0.64675 -0.66271
N 0.40827 1.73539 1.24560
N -0.19814 1.44528 0.09912
H 2.29267 -0.33839 0.00507
H 1.33818 -1.39523 0.95016
H 0.71973 0.39162 -1.46426
H -0.79896 -1.72626 -0.58998
H -1.59776 -0.46039 -1.56325
H -1.74229 -0.29750 0.12713
H -1.70330 0.89188 0.70015
```



Run Q
DFT (the ωB97M-V functional and the def2-TZVPD basis) results for C4H7N2 as an isolated structure.

Computed properties:
net charge: +1
lowest unoccupied orbital energy: -0.14927 hartree
HOMO: -0.5296 Eh

```
13
C4H7N2 the ωB97M-V functional and the def2-TZVPD basis
C 1.18458 0.63696 -0.10595
C -0.07092 1.31236 0.01177
C -0.16027 -1.12760 0.29608
C 1.04913 -0.75944 -0.41874
N 2.12196 -0.05779 0.29236
N -1.04277 0.06035 0.09205
H -0.16469 2.11067 0.76467
H -0.31080 2.06975 -0.80022
H -0.59901 -2.15063 0.01288
H 0.00135 -1.20101 1.43408
H 1.07019 -1.06286 -1.72390
H -1.51435 0.09817 0.90508
H -1.56441 0.07107 -0.76017
```



Run R
DFT (the ωB97M-V functional and the def2-TZVPD basis) results for an isolated ion of composition C4H7N2 and charge +1.

Computed properties:
net charge: +1
lowest unoccupied orbital energy (spin up / spin down): -0.21421 / -0.21390 hartree
HOMO (spin up / spin down): -0.4700 / -0.4705 Eh

```
13
C4H7N2 the ωB97M-V functional and the def2-TZVPD basis
C 1.42427 2.57078 1.38088
C -1.20540 0.42979 1.01335
C 0.92524 0.55479 0.08194
C -0.69627 -1.19318 -0.67015
N 0.80981 1.67129 0.88594
N -0.39908 -0.02151 0.11528
H 1.31047 3.51061 1.93688
H -2.22251 0.08664 1.21136
H 1.41502 0.92802 -0.92341
H 1.60300 -0.06538 0.57452
H 0.06681 -1.65551 -1.13343
H -1.24834 -1.95258 -0.23670
H -1.28303 -1.06957 -1.53851
```



Run S
DFT (the ωB97M-V functional and the def2-TZVPD basis) results for an isolated ion of composition C4H7N2 and charge +1.

Computed properties:
net charge: +1
lowest unoccupied orbital energy: -0.13440 hartree
HOMO: -0.5264 Eh

```
13
C4H7N2 the ωB97M-V functional and the def2-TZVPD basis
C -1.50322 0.40000 1.55441
C -0.54376 0.09385 0.44850
C 0.55767 -0.70229 0.62423
N 1.31716 -0.66196 -0.53392
C 0.71922 0.15249 -1.40255
N -0.38342 0.60259 -0.82424
H -1.55923 -0.44625 2.23870
H -2.48170 0.64611 1.15291
H -1.16531 1.19636 2.21996
H 0.78179 -1.37436 1.43363
H 2.17779 -1.15956 -0.70780
H 1.18796 0.77766 -2.14600
H -1.07037 1.28066 -1.09521
```



Stability check: which of them is least stable? run P.



Run P
DFT (the ωB97M-V functional and the def2-TZVPD basis) results for one molecule with the formula C3H2N4O.

Computed properties:
lowest unoccupied orbital energy: -0.08198 hartree
HOMO: -0.3691 Eh

```
10
C3H2N4O the ωB97M-V functional and the def2-TZVPD basis
C -0.42146 0.26513 -1.13400
C 0.43367 1.25018 0.69173
C 0.10829 -1.51194 -0.11148
H 0.89946 2.14039 1.05659
H 0.40109 -2.47107 0.25546
N 0.19413 1.36885 -0.55883
N -0.04527 0.28961 1.48020
N -0.32343 -0.88951 1.05057
N 0.33649 -0.92937 -1.20080
O -1.58299 0.48774 -1.52945
```



Run Q
DFT (the ωB97M-V functional and the def2-TZVPD basis) results for C3H2N4O as an isolated structure.

Computed properties:
lowest unoccupied orbital energy: 0.02182 hartree
HOMO: -0.3630 Eh

```
10
C3H2N4O the ωB97M-V functional and the def2-TZVPD basis
C 1.77047 -0.08926 0.11161
C -0.17590 0.51435 0.00748
C -0.01764 -0.78021 -0.07797
H 2.89408 -0.19030 -0.20023
H -2.03331 1.66795 0.36528
N 1.20255 1.07300 -0.11779
N -1.46336 0.73931 -0.04477
N -2.08543 -0.34089 -0.01055
N -1.25281 -1.32828 -0.05112
O 1.16135 -1.26568 0.01806
```



Run R
DFT (the ωB97M-V functional and the def2-TZVPD basis) results for C3H2N4O as an isolated structure.

Computed properties:
lowest unoccupied orbital energy: 0.00427 hartree
HOMO: -0.3499 Eh

```
10
C3H2N4O the ωB97M-V functional and the def2-TZVPD basis
C 0.45191 -0.83988 -0.47050
C 0.25858 0.91110 1.79752
C 0.61651 0.53445 -0.08060
N 0.22250 -1.83973 -1.25840
N -0.96905 -1.59639 -1.82032
N -1.44685 -0.44074 -1.48508
N -0.61207 0.04849 -0.62496
O 0.98308 1.59411 2.36901
H -0.69266 0.28615 1.99570
H 1.18804 1.34244 -0.42237
```



Run S
DFT (the ωB97M-V functional and the def2-TZVPD basis) results for one molecule with the formula C3H2N4O.

Computed properties:
lowest unoccupied orbital energy: -0.04837 hartree
HOMO: -0.3735 Eh

```
10
C3H2N4O the ωB97M-V functional and the def2-TZVPD basis
C 0.39768 -1.02528 0.26475
C -0.62370 -0.34259 1.14347
C -0.62831 0.01965 -1.35779
H -1.36935 -0.90373 1.86591
H -1.28573 0.18656 -2.11076
N -0.73504 0.96435 1.14430
N 0.16098 1.54186 0.21634
N 0.03302 1.25509 -0.95376
N -0.29889 -1.25928 -0.93296
O 1.70758 -1.08846 0.45311
```



Stability check: which of them is least stable? run R.



Run P
DFT (the ωB97M-V functional and the def2-TZVPD basis) results for a 2-piece molecular cluster, C3H10N3 overall.

Computed properties:
net charge: +1
lowest unoccupied orbital energy: -0.10602 hartree
HOMO: -0.4816 Eh

```
16
C3H10N3 the ωB97M-V functional and the def2-TZVPD basis
C 0.29174 2.37301 0.39720
N -0.66057 2.19641 -0.41978
H 0.98392 1.55782 0.59942
H 0.45865 3.31675 0.91203
H -1.18659 3.06109 -0.53141
C 0.73094 -1.51838 -0.05122
C -0.49763 -1.06141 0.14953
N -1.24972 -0.45975 -0.96602
N 1.54240 -2.10949 0.89363
H 1.14605 -1.55297 -1.05045
H -1.01563 -1.04461 1.09715
H -1.13276 0.59132 -0.96919
H -0.90559 -0.84153 -1.84573
H -2.24091 -0.69938 -0.88520
H 1.22865 -1.99519 1.85083
H 2.50705 -1.81371 0.81922
```



Run Q
DFT (the ωB97M-V functional and the def2-TZVPD basis) results for a 2-piece molecular cluster, C3H10N3 overall.

Computed properties:
net charge: +1
lowest unoccupied orbital energy: -0.10140 hartree
HOMO: -0.5251 Eh

```
16
C3H10N3 the ωB97M-V functional and the def2-TZVPD basis
C -1.02614 -0.29073 0.63197
C 2.65210 -0.01961 1.17850
C 1.64228 -0.83027 1.88703
N 0.03513 -0.50496 1.13279
N -2.12822 -0.03812 0.09045
N -2.48536 0.65067 -2.38108
H 2.50963 1.04848 1.32682
H 3.61966 -0.28890 1.61376
H 2.69416 -0.24924 0.11679
H 1.67618 -1.89961 1.72332
H 1.39320 -0.53270 2.89632
H -2.24002 0.26110 -0.99536
H -2.97525 -0.09950 0.63382
H -2.24427 -0.10014 -3.02028
H -1.94889 1.47126 -2.63979
H -3.47043 0.86124 -2.50237
```



Run R
DFT (the ωB97M-V functional and the def2-TZVPD basis) results for a 2-piece molecular cluster, C3H10N3 overall.

Computed properties:
net charge: +1
lowest unoccupied orbital energy: -0.12250 hartree
HOMO: -0.4627 Eh

```
16
C3H10N3 the ωB97M-V functional and the def2-TZVPD basis
C 0.20678 -1.38717 -1.32152
C -0.60904 -0.17057 -1.75172
C -0.47886 -0.54169 -0.37588
N -1.20695 -0.45093 0.67379
N 1.34436 0.50977 0.45733
N 1.02560 1.77431 1.20209
H 0.14540 -2.42642 -1.64920
H 1.25691 -1.00484 -1.33263
H -0.02034 0.61584 -2.35467
H -1.63150 -0.30161 -2.10590
H -1.86668 0.35703 0.55510
H 0.16679 1.80615 1.81424
H 1.28952 -0.34660 1.07471
H 0.98461 2.38722 0.50462
H 1.75881 1.91678 1.83368
H -1.43315 -1.26912 1.17492
```



Stability check: which of them is least stable? run R.



Run P
DFT (the ωB97M-V functional and the def2-TZVPD basis) results for a 2-piece molecular cluster, C3H10N3 overall.

Computed properties:
net charge: +1
lowest unoccupied orbital energy: -0.10866 hartree
HOMO: -0.5377 Eh

```
16
C3H10N3 the ωB97M-V functional and the def2-TZVPD basis
C -1.13944 0.81285 -1.92613
C 0.72627 -0.57262 -2.27235
N -0.07338 -0.05471 -1.43584
H -1.04362 1.72097 -1.32203
H -2.14547 0.35279 -1.81246
H -1.06390 1.07125 -2.96239
H 1.50362 -1.26855 -2.04915
H 0.67687 -0.25084 -3.34037
N 0.23168 -0.40190 3.31991
C -0.11395 -0.14708 2.02161
N 0.72052 -0.13773 1.02980
H 1.17038 -0.68782 3.56774
H -0.35141 -0.08268 4.07604
H -1.19956 -0.01446 1.89554
H 0.42118 -0.05730 -0.09306
H 1.68023 -0.28219 1.30313
```



Run Q
DFT (the ωB97M-V functional and the def2-TZVPD basis) results for an isolated ion of composition C3H10N3 and charge +1.

Computed properties:
net charge: +1
lowest unoccupied orbital energy (spin up / spin down): -0.12719 / -0.12722 hartree
HOMO (spin up / spin down): -0.4099 / -0.4098 Eh

```
16
C3H10N3 the ωB97M-V functional and the def2-TZVPD basis
C 1.92340 -0.05016 -0.43808
C -0.53014 1.18398 -0.29268
C -2.09721 -0.84739 -0.14324
N 0.80057 0.60533 0.10283
N 3.05049 -0.35303 0.27059
N -1.72903 0.43792 0.37907
H 2.03362 0.01183 -1.44234
H -0.86308 1.20607 -1.25163
H -1.95065 -0.68695 -1.22330
H -1.32276 -1.57172 -0.02390
H -3.06320 -1.04715 0.19892
H 0.95531 0.74260 1.14964
H 3.85990 -0.74006 -0.32984
H 3.01788 -0.44246 1.21317
H -1.61486 0.44125 1.40331
H -2.47024 1.10994 0.42749
```



Stability check: which of them is least stable? run Q.